A cluster of 2 separate species, C4H7NO in total, computed with ωB97M-V/def2-TZVPD.

Atoms and positions in Å:
1 C -2.1144 -0.3682 0.8370
2 C -0.8905 -0.0263 1.3494
3 N -0.0790 0.3250 0.3152
4 C -0.7264 0.1939 -0.8672
5 C -1.9940 -0.3401 -0.5921
6 H -2.7654 -1.0427 1.3587
7 H -0.5181 0.0336 2.3588
8 H 0.8174 0.7351 0.4973
9 H -0.4265 0.5772 -1.8290
10 H -2.6863 -0.5086 -1.4003
11 H 4.2283 -0.0144 -1.4015
12 H 3.6498 0.2207 0.1637
13 O 3.5049 0.2147 -0.7899

SMILES: c1cc[nH]c1.O
E_HOMO (eV): -8.130
Energy above the lowest of the compared OMol25 structures with the same formula, charge and spin (kJ/mol): 136.11
Kohn-Sham gap (eV): 8.713


A cluster of 2 separate species, C10H13O2 in total, computed with ωB97M-V/def2-TZVPD.

Atoms and positions in Å:
1 C -1.2472 -0.1747 -1.6619
2 C 0.1158 2.6872 0.3842
3 C -1.0898 3.0819 1.0010
4 C 0.0921 1.6354 -0.5339
5 C -1.1653 1.0696 -0.7997
6 C -2.3098 2.5555 0.6556
7 C -2.3648 1.5892 -0.3641
8 H 1.0012 3.2517 0.6327
9 H -0.9331 3.9574 1.6254
10 H 0.9159 1.3428 -1.1667
11 H -3.2342 2.8751 1.1194
12 H -1.3686 -1.1070 -1.0993
13 H -0.4097 -0.4242 -2.3110
14 H -3.3447 1.1729 -0.5540
15 H -2.1554 -0.1007 -2.2709
16 C 1.6110 -2.9195 0.4793
17 C 1.3808 -1.8661 1.5990
18 C 2.3321 -2.4139 -0.8091
19 O 3.1983 -1.5337 -0.6185
20 O 1.9404 -2.9380 -1.8738
21 H 2.2327 -3.6607 1.0226
22 H 0.7734 -3.5612 0.2109
23 H 1.6948 -0.9471 1.0843
24 H 2.0096 -1.9124 2.4796
25 H 0.3244 -1.6597 1.7689

E_HOMO (eV): -4.029
Energy above the lowest of the compared OMol25 structures with the same formula, charge and spin (kJ/mol): 86.39
Charge: -1
Kohn-Sham gap (eV): 7.170


A structure of composition C15H15BCrF4N5S3, computed with ωB97M-V/def2-TZVPD.

Atoms and positions in Å:
1 Cr -0.1094 -0.0289 -0.0241
2 N 3.0610 -0.7622 0.4688
3 C 2.2502 -1.1641 1.5049
4 C 2.8893 -1.6598 2.6375
5 C 2.1694 -2.0704 3.7452
6 C 0.7617 -1.9967 3.6507
7 C 0.1973 -1.5242 2.5039
8 N 0.8815 -1.0796 1.4131
9 C 2.8109 -0.3723 -0.8231
10 C 3.8984 -0.3189 -1.6975
11 C 3.7115 -0.0127 -3.0278
12 C 2.3970 0.2639 -3.4468
13 C 1.3874 0.2206 -2.5282
14 N 1.5459 -0.0780 -1.2216
15 H 4.0434 -0.9235 0.6482
16 H 3.9689 -1.7403 2.6377
17 H 2.6617 -2.4380 4.6309
18 H 0.1371 -2.3309 4.4660
19 H -0.8800 -1.4912 2.4117
20 H 4.8875 -0.5559 -1.3284
21 H 4.5342 -0.0143 -3.7252
22 H 2.1786 0.4997 -4.4748
23 H 0.3752 0.4180 -2.8473
24 S -3.5087 -3.0068 -0.8701
25 C -2.2971 -1.9295 -0.5798
26 S -2.3981 -0.6673 0.5890
27 S -0.7880 -1.9122 -1.4096
28 C -2.5396 4.0594 2.6494
29 N -1.5426 3.0391 2.4860
30 C -0.4710 2.7717 3.2879
31 C 0.2317 1.7775 2.6735
32 N -0.3944 1.4334 1.5171
33 C -1.4532 2.2064 1.4364
34 H -2.7004 4.2587 3.7091
35 H -3.4703 3.7302 2.1888
36 H -2.2269 4.9808 2.1507
37 H -0.2995 3.2835 4.2133
38 H 1.1314 1.2939 2.9956
39 H -2.1619 2.2056 0.6328
40 F -0.9001 1.5664 -1.3144
41 B -0.1407 2.8256 -1.3382
42 F 0.3166 3.0688 -2.5908
43 F 0.9050 2.6098 -0.4523
44 F -0.9667 3.8250 -0.8993

E_HOMO (spin up / spin down) (eV): -1.638 / -4.491
Multiplicity: 5
Charge: -1
Kohn-Sham gap (spin up / spin down) (eV): 4.228 / 7.075


A cluster of 2 separate species, C4H12OS2 in total, computed with ωB97M-V/def2-TZVPD.

Atoms and positions in Å:
1 C -0.8202 -0.8639 -2.8994
2 C -0.2671 0.2371 -2.0105
3 S -1.5366 1.2271 -1.2295
4 S -0.7094 2.8372 -0.2217
5 C -0.6896 2.2098 1.5138
6 C 0.1060 0.9563 2.0299
7 H -0.1472 -0.9950 -3.7508
8 H -1.0232 -1.7687 -2.3428
9 H -1.7270 -0.5414 -3.4540
10 H 0.3998 -0.3162 -1.3257
11 H 0.4369 0.8164 -2.5903
12 H -1.7179 2.1331 1.8856
13 H -0.3195 3.0605 2.0769
14 H 0.1766 0.1820 1.2564
15 H 1.1688 1.1233 2.2846
16 H -0.4109 0.5948 2.9589
17 H 2.7958 -3.0142 1.6635
18 H 2.2192 -4.4146 2.0611
19 O 2.0656 -3.4637 2.0941

E_HOMO (spin up / spin down) (eV): -13.891 / -13.891
Energy above the lowest of the compared OMol25 structures with the same formula, charge and spin (kJ/mol): 97.44
Multiplicity: 2
Charge: +1
Kohn-Sham gap (spin up / spin down) (eV): 9.607 / 5.434


A cluster of 2 separate species, C7H11N4S2 in total, computed with ωB97M-V/def2-TZVPD.

Atoms and positions in Å:
1 C -4.1423 1.6365 0.8068
2 C -5.2332 1.2150 0.1582
3 C -3.3931 -0.3468 -0.2296
4 C 1.0557 0.3123 1.0701
5 C 1.2132 -0.2299 -1.0447
6 C 4.1458 -1.1973 -0.6231
7 C 3.2489 -0.6724 0.4958
8 N -3.0776 0.7942 0.4760
9 N -0.0655 0.7391 0.4764
10 N 1.9448 -0.1389 0.1678
11 N -0.0504 0.3392 -0.7179
12 S -5.0498 -0.2147 -0.7003
13 S -2.3431 -1.4696 -0.8706
14 H -3.9440 2.4570 1.5250
15 H -6.2226 1.7457 0.1645
16 H 1.3137 0.7142 2.0118
17 H 1.5458 0.4638 -1.9071
18 H 1.2378 -1.2472 -1.5566
19 H 5.0225 -1.7338 -0.1947
20 H 3.6228 -2.0713 -1.2675
21 H 4.3981 -0.3950 -1.1792
22 H 2.9468 -1.5307 1.1613
23 H 3.9354 0.0362 0.9632
24 H -2.1098 0.7944 0.8143

E_HOMO (spin up / spin down) (eV): -10.657 / -10.657
Energy above the lowest of the compared OMol25 structures with the same formula, charge and spin (kJ/mol): 239.72
Charge: +1
Kohn-Sham gap (spin up / spin down) (eV): 4.661 / 4.661


The molecule C5H5F, computed with ωB97M-V/def2-TZVPD.

Atoms and positions in Å:
1 C 1.2205 0.1133 0.1664
2 C 0.8304 -1.0820 -0.6446
3 C 0.0196 -0.6739 0.6609
4 C -1.3107 -0.1747 0.2700
5 C -2.4080 0.2596 -0.2434
6 H 2.1554 -0.0520 0.6359
7 H 0.4919 -1.0422 -1.6440
8 H 1.7098 -1.7854 -0.5242
9 H 0.0954 -1.1370 1.7266
10 H -3.2909 0.5057 -0.4922
11 F 0.9697 1.4285 -0.1064

SMILES: C#C[C@H]1C[C@H]1F
E_HOMO (eV): -9.385
Energy above the lowest of the compared OMol25 structures with the same formula, charge and spin (kJ/mol): 301.39
Kohn-Sham gap (eV): 10.355


The molecule C3H7NO2, computed with ωB97M-V/def2-TZVPD.

Atoms and positions in Å:
1 C 1.2374 -0.0599 -1.1967
2 C -0.4595 0.6289 1.0206
3 N 0.2128 -0.1461 1.8442
4 C -1.1024 -0.0784 -0.0912
5 O 0.0131 0.6084 -1.0678
6 O -2.2909 0.4163 -0.5054
7 H -2.1989 1.3786 -0.5638
8 H 0.6012 0.2443 2.6896
9 H 0.3804 -1.1442 1.7072
10 H -1.1340 -1.1827 -0.0947
11 H 1.1197 -1.1216 -1.4594
12 H 1.8401 0.0180 -0.2793
13 H 1.7811 0.4384 -2.0034

E_HOMO (eV): -8.436
Energy above the lowest of the compared OMol25 structures with the same formula, charge and spin (kJ/mol): 408.36
Kohn-Sham gap (eV): 9.342


- What is the formula in the sixth record?
  C5H5F


What did the third record say?
A structure of composition C15H15BCrF4N5S3, computed with ωB97M-V/def2-TZVPD.

Atoms and positions in Å:
1 Cr -0.1094 -0.0289 -0.0241
2 N 3.0610 -0.7622 0.4688
3 C 2.2502 -1.1641 1.5049
4 C 2.8893 -1.6598 2.6375
5 C 2.1694 -2.0704 3.7452
6 C 0.7617 -1.9967 3.6507
7 C 0.1973 -1.5242 2.5039
8 N 0.8815 -1.0796 1.4131
9 C 2.8109 -0.3723 -0.8231
10 C 3.8984 -0.3189 -1.6975
11 C 3.7115 -0.0127 -3.0278
12 C 2.3970 0.2639 -3.4468
13 C 1.3874 0.2206 -2.5282
14 N 1.5459 -0.0780 -1.2216
15 H 4.0434 -0.9235 0.6482
16 H 3.9689 -1.7403 2.6377
17 H 2.6617 -2.4380 4.6309
18 H 0.1371 -2.3309 4.4660
19 H -0.8800 -1.4912 2.4117
20 H 4.8875 -0.5559 -1.3284
21 H 4.5342 -0.0143 -3.7252
22 H 2.1786 0.4997 -4.4748
23 H 0.3752 0.4180 -2.8473
24 S -3.5087 -3.0068 -0.8701
25 C -2.2971 -1.9295 -0.5798
26 S -2.3981 -0.6673 0.5890
27 S -0.7880 -1.9122 -1.4096
28 C -2.5396 4.0594 2.6494
29 N -1.5426 3.0391 2.4860
30 C -0.4710 2.7717 3.2879
31 C 0.2317 1.7775 2.6735
32 N -0.3944 1.4334 1.5171
33 C -1.4532 2.2064 1.4364
34 H -2.7004 4.2587 3.7091
35 H -3.4703 3.7302 2.1888
36 H -2.2269 4.9808 2.1507
37 H -0.2995 3.2835 4.2133
38 H 1.1314 1.2939 2.9956
39 H -2.1619 2.2056 0.6328
40 F -0.9001 1.5664 -1.3144
41 B -0.1407 2.8256 -1.3382
42 F 0.3166 3.0688 -2.5908
43 F 0.9050 2.6098 -0.4523
44 F -0.9667 3.8250 -0.8993

E_HOMO (spin up / spin down) (eV): -1.638 / -4.491
Multiplicity: 5
Charge: -1
Kohn-Sham gap (spin up / spin down) (eV): 4.228 / 7.075